No. 1
19
Properties=species:S:1:pos:R:3:lowdin_charge:R:1 method="wB97M-V/def2-TZVPD" homo_ev=-12.922 total_charge=+1 energy_ha=-566.4837 relative_energy_kcal_mol=52.4
C -1.53063 -2.00093 0.89716 -0.020
C -0.46138 -1.27558 -1.18878 -0.015
C 0.34918 1.51814 -0.22382 -0.199
C -0.53719 0.19346 0.73529 0.135
N -0.80426 -0.92755 0.17319 -0.205
N -0.09858 2.73615 0.10722 0.002
I 4.19330 -0.00918 -0.12784 0.381
H -2.18655 -1.78903 1.79505 0.123
H -2.20936 -2.50272 0.21951 0.090
H -0.80237 -2.77074 1.28880 0.127
H -0.93931 -0.59200 -1.89489 0.110
H 0.67799 -1.11363 -1.25303 0.123
H -0.64990 -2.38257 -1.34357 0.125
H 0.39368 1.37363 -1.31003 0.113
H 1.39121 1.45770 0.12593 0.051
H -0.66741 0.34146 1.82509 0.144
H -0.97834 3.10886 -0.25193 0.114
H 4.77132 1.47866 -0.55409 -0.286
H 0.08857 3.15586 0.98075 0.088



No. 2
61
Properties=species:S:1:pos:R:3:lowdin_charge:R:1 method="wB97M-V/def2-TZVPD" homo_ev=-8.764 total_charge=0 energy_ha=-1319.3337 relative_energy_kcal_mol=37.5 smiles="CC[C@H](C)[C@H](NC(C)=O)C(=O)NC.N#Cc1ccc([C@H]2CCCc3cncn32)cc1"
N 5.51972 -2.69411 6.64752 0.155
O -4.39418 -0.89634 0.27101 0.033
O -5.02164 0.87339 -3.80347 0.052
C 5.20227 -2.26671 5.61087 -0.180
N 5.73504 2.61080 -0.40915 0.052
C -3.83753 0.17511 0.45631 -0.551
C -4.85650 0.58764 -2.62505 -0.476
C 5.51713 1.32682 -0.24179 -0.159
C 4.51814 3.23554 -0.16621 -0.106
C 3.56035 2.31317 0.15361 -0.229
C 4.25730 -2.58950 3.36846 -0.016
C 4.96631 -0.38382 4.05070 -0.010
C 3.87046 -2.07950 2.12450 -0.019
C 4.57222 0.12725 2.80970 -0.003
C 4.80827 -1.74438 4.33849 -0.239
C 4.02202 -0.71592 1.82541 -0.163
N -5.86355 0.11803 -1.88066 0.034
N 4.19724 1.09015 0.11761 -0.009
N -3.41870 0.98704 -0.51610 0.118
C -3.60818 0.66624 1.86575 0.010
C -7.21815 -0.12409 -2.37227 -0.049
C -1.96630 -2.60382 -3.28762 -0.097
C 2.09616 2.46136 0.46632 -0.119
C 3.58144 -0.20555 0.46189 -0.208
C 1.55539 1.19342 1.14452 -0.172
C 2.04396 -0.07208 0.41440 -0.125
C -1.02801 0.04449 -1.84725 -0.065
C -2.82961 -1.67035 -2.43198 -0.218
C -2.40108 -0.18675 -2.51144 -0.309
C -3.46718 0.81349 -1.98806 -0.152
H 6.27276 0.55473 -0.35408 0.127
H 4.34788 4.30577 -0.23409 0.105
H 4.13240 -3.64838 3.58054 0.121
H 5.39486 0.28160 4.79590 0.123
H 3.44694 -2.75340 1.38508 0.119
H 4.69777 1.19054 2.62442 0.120
H -5.63256 -0.19599 -0.94523 0.090
H -2.99194 1.84236 -0.20075 0.142
H -3.96864 -0.08788 2.56455 0.089
H -2.54481 0.83378 2.02684 0.075
H -4.15871 1.59273 2.01855 0.087
H -7.22586 -1.02113 -2.99367 0.085
H -7.55242 0.72216 -2.97589 0.085
H -7.90125 -0.26049 -1.53332 0.084
H -0.94353 -2.62575 -2.91377 0.062
H -1.97250 -2.27106 -4.32592 0.078
H -2.37670 -3.61248 -3.23832 0.072
H 1.55385 2.62578 -0.47017 0.113
H 1.93226 3.33358 1.10701 0.119
H 3.88441 -0.93992 -0.29184 0.155
H 0.46164 1.21962 1.14518 0.099
H 1.88583 1.16737 2.18780 0.113
H 1.72804 -0.02408 -0.63213 0.110
H 1.57524 -0.95658 0.85674 0.119
H -0.26061 -0.51086 -2.38507 0.072
H -0.76952 1.10289 -1.88916 0.078
H -1.04328 -0.28778 -0.80898 0.074
H -2.79119 -2.01194 -1.39849 0.103
H -3.85357 -1.77873 -2.78631 0.108
H -2.27893 0.04302 -3.57131 0.139
H -3.16067 1.77946 -2.39012 0.152



No. 3
122
Properties=species:S:1:pos:R:3:lowdin_charge:R:1 method="wB97M-V/def2-TZVPD" homo_ev=-7.503 total_charge=-1 energy_ha=-3575.4646 relative_energy_kcal_mol=87.3
C -23.93375 8.29740 40.53315 -0.096
C -22.87002 7.25329 40.48789 -0.236
C -22.86534 6.22407 41.62712 -0.129
C -21.60554 5.13503 41.58396 -0.028
N -21.57874 3.92386 42.48842 -0.200
C -22.46977 2.86674 42.09138 -0.078
C -22.92018 2.32182 43.46763 -0.108
C -22.96098 3.55839 44.36399 -0.105
C -21.69160 4.26935 43.93089 -0.065
C -20.16768 3.36439 42.18397 -0.134
C -18.89392 4.14755 42.47855 -0.227
C -17.57906 3.57895 41.85772 -0.057
H -23.98587 8.95842 41.36354 0.078
H -24.86756 7.87240 40.31935 0.037
H -23.89064 8.84522 39.69373 0.022
H -21.77968 7.83666 40.66237 0.158
H -22.98802 6.59454 39.64476 0.094
H -23.73543 5.82817 41.88561 0.049
H -22.76111 6.91672 42.53051 0.097
H -20.75730 5.87854 41.94916 0.142
H -21.21567 4.85719 40.69247 0.085
H -22.04557 2.07655 41.27367 0.194
H -23.38642 3.24651 41.68128 0.121
H -22.32807 1.70384 43.70143 -0.018
H -23.95721 1.84408 43.39702 0.141
H -22.96423 3.29906 45.48714 0.127
H -23.93161 4.05732 44.31182 0.094
H -20.70734 3.95616 44.31869 0.133
H -21.75149 5.27389 43.98094 0.075
H -19.90515 3.23409 41.10057 0.142
H -20.14020 2.37559 42.60834 0.122
H -18.82462 4.11400 43.70960 0.128
H -18.92988 5.18694 42.04208 0.091
H -17.46510 2.60335 41.84953 -0.013
H -16.51154 3.83585 42.42194 0.130
H -17.63534 3.79138 40.71752 0.098
O -21.93192 4.63215 35.58001 0.187
C -21.59056 3.88371 36.46149 -0.433
O -20.49838 3.24970 36.51142 0.338
B -20.47399 2.42240 37.64173 -0.789
O -21.67970 2.75602 38.48617 0.277
C -22.20650 3.63755 37.73892 -0.355
O -23.42828 3.93236 37.95101 0.064
O -19.26761 2.79773 38.48119 0.236
C -18.57315 1.77375 38.48586 -0.519
O -17.39536 1.93551 38.67290 0.158
C -19.19455 0.70500 37.87605 -0.596
O -20.31224 0.94637 37.48397 0.324
O -18.73734 -0.28377 37.44369 0.222
O -24.55362 -0.10665 40.81049 0.167
C -23.42550 -0.40421 40.56089 -0.498
O -22.51407 -0.48223 41.45491 0.207
B -21.19587 -1.02653 40.88150 -0.691
O -21.70632 -1.46502 39.52650 0.251
C -22.92524 -1.07180 39.42211 -0.459
O -23.65546 -1.55027 38.58106 0.160
O -20.57167 -2.23016 41.54328 0.319
C -19.41444 -1.90876 41.64288 -0.570
O -18.59967 -2.53371 42.27589 0.162
C -19.08272 -0.67375 40.98816 -0.373
O -20.12834 -0.01586 40.65547 0.264
O -17.88055 -0.28541 40.77962 0.104
O -25.18141 10.99043 37.83640 -0.081
H -24.27015 10.99454 37.68795 -0.022
H -25.74845 10.19996 38.09662 0.032
O -22.80377 6.70437 46.17171 0.011
H -23.54568 7.05348 46.55100 -0.001
H -22.13002 6.25520 46.64668 0.041
O -25.97182 0.60057 44.79688 -0.109
H -25.24833 0.17569 44.26241 0.058
H -25.47653 0.49651 45.72492 0.123
O -18.90163 7.83130 41.73537 -0.128
H -19.62291 8.45676 41.81043 -0.001
H -18.74074 8.11556 40.66470 0.159
O -25.69332 5.99385 38.60296 0.077
H -25.63937 5.44869 38.02596 -0.126
H -25.54165 5.52263 39.44152 0.067
O -14.91739 5.40449 40.67285 -0.104
H -15.00522 5.28860 39.69105 0.047
H -14.96387 6.43245 40.80115 0.098
O -21.51508 8.11813 37.40853 -0.110
H -20.62696 8.15185 37.89415 0.063
H -22.04119 8.97928 37.45786 0.060
O -21.15737 -0.85902 44.42539 -0.040
H -22.03094 -1.17875 44.23854 0.039
H -20.97371 -0.53865 45.35143 0.087
O -15.10169 1.23892 40.79719 -0.070
H -14.88238 1.43721 39.86504 0.062
H -15.92602 0.68738 40.78641 0.046
O -23.72291 4.43822 48.11153 -0.023
H -24.57956 4.45435 47.57340 0.103
H -23.77563 5.05564 48.74713 -0.023
O -14.13389 2.96623 42.53632 -0.007
H -14.33443 2.55159 41.77418 -0.087
H -14.38800 3.84369 42.45791 -0.040
O -21.94120 2.28938 48.45451 -0.100
H -21.90563 2.59675 49.41988 0.080
H -22.44562 2.81947 47.85009 -0.040
O -25.29180 3.29147 39.66423 -0.163
H -26.17865 3.11098 39.08206 0.127
H -24.57917 3.12680 38.95948 0.017
O -26.38636 3.46099 44.38029 -0.103
H -26.08623 2.51181 44.66000 0.037
H -26.11947 4.04328 45.10875 0.009
O -17.73825 5.29779 38.05715 -0.064
H -16.79082 5.10553 37.95681 0.031
H -18.01302 4.45057 38.45144 0.001
O -18.67182 0.24122 43.83828 0.021
H -18.99332 1.08013 44.17298 0.027
H -19.22781 -0.43194 44.04001 -0.057
O -22.34804 8.75942 43.91917 0.006
H -22.18453 7.97009 44.45057 0.017
H -22.73887 9.38392 44.38234 -0.050
O -18.44563 6.60204 44.51171 -0.165
H -17.88678 6.39970 43.70920 0.029
H -17.95561 6.32447 45.43580 0.123
O -26.45767 8.59204 38.80241 -0.038
H -27.27438 8.64485 39.43411 0.132
H -26.35111 7.72456 38.80714 -0.100
O -16.87816 3.43978 45.97458 -0.047
H -17.75836 3.19032 46.00628 -0.030
H -16.35823 2.73288 45.50987 0.078



No. 4
23
Properties=species:S:1:pos:R:3:mulliken_spin:R:1 method="wB97M-V/def2-TZVPD" spin_multiplicity=6 homo_ev="-23.631 / -23.759" total_charge=+4 energy_ha=-1829.5485 relative_energy_kcal_mol=0.0
Tl 0.36303 0.26399 -5.10596 0.418
Ru 0.39461 0.46108 -0.61113 2.058
Cl -0.56280 2.57207 -5.85997 1.007
Cl 0.65599 -0.75234 -2.49364 0.222
C -0.53998 -0.69567 0.40595 -0.086
C -0.27747 1.34608 -8.42121 0.364
C 0.63696 -1.25297 -8.15724 0.076
O -1.24272 -1.42469 1.01276 -0.011
O -0.46815 1.57454 -9.52269 -0.031
O 0.72662 -1.82456 -9.15449 0.001
N 1.76648 0.81960 2.51889 0.424
C 1.16428 1.96035 2.09550 0.064
C 1.09127 3.14169 2.86246 0.200
C 0.37034 4.21492 2.32094 -0.051
C -0.30013 4.13603 1.09345 0.147
C -0.20826 2.93109 0.39522 0.215
N 0.54298 1.89865 0.87538 0.011
H 1.81459 0.00375 1.91978 -0.017
H 2.31485 0.75648 3.36689 -0.013
H 1.58903 3.13270 3.82237 -0.002
H 0.35524 5.14143 2.88579 0.003
H -0.84716 4.98505 0.66025 -0.003
H -0.67480 2.70662 -0.57900 0.005



No. 5
20
Properties=species:S:1:pos:R:3:lowdin_charge:R:1 method="wB97M-V/def2-TZVPD" homo_ev=-8.843 total_charge=0 energy_ha=-473.7711 relative_energy_kcal_mol=19.9 smiles="CN=C(N)N.CC(=O)O"
C 1.00553 -2.75712 1.94942 0.005
C 1.00981 -1.33707 1.46284 -0.613
O -0.09514 -0.65985 1.77254 0.070
O 1.93693 -0.85303 0.86703 0.078
H 0.62605 -3.41389 1.15963 0.087
H 0.49769 -2.96952 2.87996 0.080
H 2.06320 -3.02397 1.97441 0.086
C -0.40295 2.55100 0.09752 -0.126
C -0.81800 0.76052 -1.44461 -0.547
N -1.06212 -0.59402 -1.61163 0.119
N -0.33101 1.17555 -0.34970 -0.009
N -1.00950 1.52887 -2.57098 0.140
H -1.27367 -1.04945 -0.74317 0.076
H -0.48068 -1.17596 -2.19330 0.091
H -0.00634 0.27183 1.48712 0.085
H -0.78391 2.51036 -2.51040 0.078
H -0.89995 1.12645 -3.48223 0.090
H -1.42358 2.86414 0.31996 0.081
H -0.05377 3.24437 -0.68292 0.064
H 0.21785 2.66559 0.97278 0.064



No. 6
15
Properties=species:S:1:pos:R:3:lowdin_charge:R:1 method="wB97M-V/def2-TZVPD" homo_ev=-9.081 total_charge=0 energy_ha=-345.7185 relative_energy_kcal_mol=54.3 smiles=C1CO[C@@H]2C[C@@H]2O1
C -1.37324 0.20133 0.92052 -0.023
C -1.19529 0.00846 -0.57043 -0.245
O -0.24997 0.69788 -1.34197 -0.066
C 0.94785 0.90320 -0.62876 -0.192
C 1.54794 -0.37568 -0.07410 -0.166
O 0.64136 -1.23903 0.59577 -0.074
C -0.73036 -1.05189 0.37258 -0.250
H -0.70393 0.86018 1.46428 0.107
H -2.37770 0.15367 1.33217 0.104
H -2.10104 -0.15064 -1.15040 0.151
H 0.77119 1.63283 0.17173 0.119
H 1.70485 1.33234 -1.29007 0.132
H 2.05902 -0.94702 -0.85792 0.126
H 2.32717 -0.02968 0.62081 0.128
H -1.26784 -1.99592 0.43578 0.149